Record 1
{
  "formula": "C5H8N2O3",
  "method": "ωB97M-V/def2-TZVPD",
  "species": ["C", "C", "C", "C", "C", "N", "N", "O", "O", "O", "H", "H", "H", "H", "H", "H", "H", "H"],
  "xyz": [[-2.2752, 1.9827, 0.5865], [1.1975, 0.4686, 0.6272], [0.4536, 1.0622, -0.6218], [-0.0419, -0.3295, 1.0643], [-1.6717, -0.4194, -0.8588], [-0.6999, 0.1748, -0.1039], [-2.3484, -1.4771, -0.5213], [-1.8384, 2.1909, 1.6324], [-3.4694, -1.7766, -1.3963], [-2.2067, -2.1792, 0.4751], [-4.0026, -2.4514, -0.9075], [2.0746, -0.1890, 0.3491], [1.6058, 1.2018, 1.3120], [0.0905, 2.1207, -0.5815], [0.9530, 0.8438, -1.5413], [0.1495, -1.3727, 1.0432], [-0.4412, -0.1080, 2.1300], [-2.0775, 0.1865, -1.6249]],
  "gap_ev": 8.532,
  "largest_force_ha_per_bohr": 0.060,
  "total_charge": 0,
  "homo_ev": -7.67,
  "de_lowest_ev": 5.800,
  "total_energy_ev": -14431.944
}

Record 2
{
  "formula": "C5H8N2O3",
  "method": "ωB97M-V/def2-TZVPD",
  "species": ["C", "N", "C", "N", "C", "C", "O", "H", "H", "H", "H", "H", "H", "H", "H", "O", "C", "O"],
  "xyz": [[-2.8231, 0.3638, -0.3459], [-1.4661, -0.1345, -0.1523], [-1.0092, 0.1614, 1.2966], [-0.8221, -0.5284, -1.1875], [0.8903, -0.6505, -1.1831], [1.7405, -1.4496, -0.3094], [2.8857, -1.7661, -0.3819], [-3.6098, -0.1668, 0.1917], [-2.8853, 1.3433, 0.1951], [-3.0094, 0.2800, -1.5064], [-1.7295, 0.6790, 1.8398], [-0.8737, -0.7218, 1.8387], [-0.0873, 0.7660, 1.1363], [1.1303, -0.5317, -2.2569], [1.2828, -1.8763, 0.6651], [3.1180, 1.4724, 1.1468], [3.4532, 1.3675, 0.0381], [3.8146, 1.3923, -1.0247]],
  "smiles": "CN(C)/N=C\\C=O.O=C=O",
  "gap_ev": [7.540, 7.537],
  "largest_force_ha_per_bohr": 0.101,
  "total_charge": 0,
  "homo_ev": [-8.07, -8.07],
  "de_lowest_ev": 4.970,
  "total_energy_ev": -14432.774
}

Record 3
{
  "formula": "C5H8N2OS",
  "method": "ωB97M-V/def2-TZVPD",
  "species": ["C", "C", "C", "C", "C", "N", "N", "O", "S", "H", "H", "H", "H", "H", "H", "H", "H"],
  "xyz": [[-0.7160, -0.4350, -0.0965], [0.4033, -0.2631, 0.8377], [-0.4074, -2.2463, 1.1256], [-1.1576, 0.6937, -0.9706], [1.4450, 0.8546, 0.9699], [-1.2026, -1.6083, 0.0490], [0.6251, -1.3315, 1.5261], [0.0938, -3.4899, 0.5334], [1.1407, -3.2914, -0.8238], [-0.9598, -2.4906, 1.9390], [-0.3454, 0.6981, -1.8433], [-1.0195, 1.6332, -0.3116], [-2.1639, 0.7003, -1.3104], [0.8809, 1.7833, 1.4926], [1.9113, 1.1816, 0.0455], [2.2398, 0.5037, 1.6649], [0.6794, -4.4379, -1.5335]],
  "gap_ev": [6.087, 8.035],
  "largest_force_ha_per_bohr": 0.083,
  "total_charge": 0,
  "multiplicity": 3,
  "homo_ev": [-5.86, -10.15],
  "s_squared": 2.01,
  "de_lowest_ev": 0.582,
  "total_energy_ev": -21172.201
}